27
Properties=species:S:1:pos:R:3:forces:R:3 method="wB97M-V/def2-TZVPD" total_charge=0 relative_energy_kcal_mol=76.6 homo_energy_ev=-8.08 e_tot_ev=-19513.07871 largest_force_ev_per_a=6.01 homo_lumo_gap_ev=8.4 multiplicity=1
C 0.90280 -0.75916 3.33481 1.13 1.63 -1.87
C 1.32731 -0.04318 2.47274 -0.02 -0.84 1.97
C 1.57890 0.79916 1.41484 -4.08 -2.76 -3.44
C -1.95258 0.95299 1.52573 -1.01 0.60 0.20
C 0.95163 -2.77634 -0.44446 -2.33 -0.88 -3.46
C 0.65182 1.85792 -2.53601 0.15 -0.05 -1.60
C -1.56520 -0.24386 0.71769 1.47 -2.05 2.62
C 0.64033 -1.47543 -1.23712 0.05 1.54 0.22
C -0.39988 1.61124 -1.45931 -1.08 -0.17 2.41
O 2.35073 1.64375 1.26958 2.93 3.25 -0.42
Si -0.00973 0.03279 -0.25785 1.00 1.47 -0.28
H 0.43124 -1.42088 3.90849 -1.41 -2.19 2.19
H -2.63112 0.51012 2.25243 -0.16 0.79 0.48
H -1.06059 1.31652 2.01764 -0.16 0.72 0.33
H -2.52848 1.72763 0.95457 0.86 -0.46 0.49
H 1.68781 -2.60467 0.25157 1.74 0.31 1.67
H -0.01598 -3.10231 0.10004 1.70 0.06 -1.07
H 1.36821 -3.52161 -1.26574 -1.13 0.93 2.10
H 0.79000 2.91518 -2.90787 -0.32 -0.93 0.71
H 1.62753 1.50131 -2.16906 -0.17 0.27 -0.31
H 0.41483 1.26633 -3.50292 0.32 0.70 1.64
H -2.43006 -0.51998 0.21201 -1.29 -0.91 -1.56
H -1.45952 -1.08389 1.57432 0.25 1.39 -2.20
H -0.18848 -1.53311 -1.95752 0.05 -0.64 0.05
H 1.46634 -1.03932 -1.86166 -0.30 -0.78 0.65
H -1.47391 1.61369 -1.82548 1.24 -0.33 0.19
H -0.47394 2.37511 -0.58144 0.58 -0.67 -1.71